Here is a 2-piece molecular cluster, C4H5N3O overall at a distorted geometry from the Open Molecules 2025 dataset. Energies are from ωB97M-V/def2-TZVPD.

Atoms and positions in Å:
C1 -1.329208 -0.057977 -0.250330
C2 -0.915323 1.294123 -0.216940
C3 -0.206195 -0.831663 -0.211745
C4 0.446709 1.304754 -0.151611
N1 3.121810 0.331912 -0.354641
N2 0.875053 0.002825 -0.152120
N3 2.152500 -0.391067 -0.108677
O1 4.281346 0.003948 -0.212176
H1 -2.340378 -0.410278 -0.298044
H2 -1.548703 2.158231 -0.242223
H3 -0.069859 -1.894143 -0.207378
H4 1.149426 2.113137 -0.111090
H5 2.398714 -1.904929 0.493677

Forces on the atoms, in the same order (eV/Å):
0.048 -0.052 -0.005
0.120 -0.025 -0.035
-0.005 -0.462 -0.088
0.053 0.505 0.128
0.584 1.658 -0.681
-1.139 1.106 -0.106
1.165 -5.755 1.951
-0.429 -0.612 0.255
-0.124 -0.151 0.011
-0.064 0.174 0.012
0.018 -0.200 -0.022
0.114 0.056 -0.010
-0.341 3.757 -1.410

Energy above the lowest of the compared OMol25 structures with the same formula, charge and spin: 168.6 kcal/mol
Net charge: 0
Electronic energy: -394.69893 a.u.
LUMO level (spin up / spin down): -0.0419 / -0.0418 hartree
HOMO energy (spin up / spin down): -9.088 / -9.089 eV
Frontier orbital gap (spin up / spin down): 0.292 / 0.292 hartree

Here is one molecule with the formula C4H5N3O at a distorted geometry from the Open Molecules 2025 dataset. Energies are from ωB97M-V/def2-TZVPD.

Atoms and positions in Å:
C1 -1.423579 -0.289770 2.114264
N1 -1.351458 0.575139 1.153647
N2 -0.274176 0.394045 0.163706
C2 -0.154514 1.210567 -1.061017
N3 0.516623 0.891590 -2.085562
C3 1.260956 -0.333090 -1.499556
C4 0.551057 -0.639666 -0.071390
O1 0.761807 -1.558437 0.813986
H1 -0.657343 -1.068618 2.313846
H2 -2.184043 0.023827 2.622605
H3 -0.579512 2.196578 -1.112862
H4 2.444333 -0.089919 -1.355491
H5 1.089847 -1.312245 -1.996174

Forces on the atoms, in the same order (eV/Å):
5.216 -0.089 -4.269
1.837 -1.007 -1.462
-0.757 1.501 -1.633
-1.571 1.498 0.680
1.692 -2.847 2.575
0.680 -0.634 1.193
2.363 -2.818 3.295
-0.502 2.833 -3.959
-0.976 0.461 -0.160
-4.460 0.792 3.899
-0.946 0.099 0.661
-3.075 -0.694 -0.375
0.498 0.904 -0.444

Energy above the lowest of the compared OMol25 structures with the same formula, charge and spin: 95.6 kcal/mol
Net charge: 0
Electronic energy: -394.81521 a.u.
SMILES: C=NN1C=NCC1=O
LUMO level: 0.0223 hartree
HOMO energy: -9.750 eV
Frontier orbital gap: 0.381 hartree

Here is a 2-piece molecular cluster, C4H5N3O overall at a distorted geometry from the Open Molecules 2025 dataset. Energies are from ωB97M-V/def2-TZVPD.

Atoms and positions in Å:
O1 1.375702 -1.211999 0.316448
C1 0.619500 -0.307201 0.557403
C2 -0.163291 0.640819 -0.385242
C3 -0.988838 1.394906 0.610239
N1 -0.644487 1.112146 1.811076
N2 0.191083 0.056157 1.823471
H1 0.459343 1.327121 -0.862824
H2 -0.482137 -0.109578 -1.269635
H3 -1.782568 2.217466 0.561022
H4 0.747026 -0.133538 2.651578
C4 0.211144 -2.659066 -1.371610
N3 -0.328110 -1.897337 -2.038521
H5 0.422722 -3.361324 -0.562622

Forces on the atoms, in the same order (eV/Å):
0.540 -0.093 -0.015
-0.550 1.060 0.229
-0.954 -3.233 -0.728
-1.217 0.908 0.610
-1.191 0.695 0.449
1.302 -0.673 -0.343
1.415 1.087 -0.873
-0.225 2.020 2.019
1.473 -1.299 -0.635
-0.401 0.025 -0.216
-0.857 -0.538 0.914
0.312 -0.437 -0.528
0.354 0.478 -0.882

Energy above the lowest of the compared OMol25 structures with the same formula, charge and spin: 68.7 kcal/mol
Net charge: 0
Electronic energy: -394.85807 a.u.
SMILES: O=C1CC=NN1.C#N
LUMO level: 0.0341 hartree
HOMO energy: -9.417 eV
Frontier orbital gap: 0.380 hartree

Here is one molecule with the formula C4H5N3O at a distorted geometry from the Open Molecules 2025 dataset. Energies are from ωB97M-V/def2-TZVPD.

Atoms and positions in Å:
O1 0.584600 -0.504067 -2.245554
C1 0.869859 -0.086550 -0.990179
C2 0.731241 -1.150722 0.304195
C3 -0.372594 -0.240609 0.845053
N1 -1.353027 0.245206 1.719023
N2 -1.537771 1.462716 1.147977
N3 -0.920193 1.864000 0.011734
C4 -0.125339 0.770839 -0.092635
H1 -0.097952 -1.431673 -2.025444
H2 1.828078 0.312363 -1.131231
H3 1.576403 -1.233385 0.937603
H4 0.735446 -2.231203 -0.161003
H5 -1.918753 2.223085 1.680460

Forces on the atoms, in the same order (eV/Å):
-4.392 -5.496 0.392
-0.415 0.633 3.582
0.075 -1.543 -2.888
-1.355 2.305 0.029
2.527 0.166 -2.158
-0.977 0.623 0.247
1.446 -2.869 1.879
-0.207 -0.892 -2.255
2.733 4.181 -1.598
1.577 0.977 0.654
0.942 0.443 0.722
-1.221 1.719 1.057
-0.733 -0.245 0.337

Energy above the lowest of the compared OMol25 structures with the same formula, charge and spin: 130.6 kcal/mol
Net charge: 0
Electronic energy: -394.75936 a.u.
SMILES: O[C@@H]1Cc2n[nH]nc21
LUMO level: 0.0267 hartree
HOMO energy: -9.781 eV
Frontier orbital gap: 0.386 hartree

Here is one molecule with the formula C4H5N3O at a distorted geometry from the Open Molecules 2025 dataset. Energies are from ωB97M-V/def2-TZVPD.

Atoms and positions in Å:
H1 -2.761200 0.995417 0.564588
N1 -1.709219 1.214275 0.020056
C1 -1.197036 -0.000976 -0.108961
N2 -1.661394 -1.234718 0.076827
C2 0.295683 0.009800 -0.145223
C3 1.115857 1.017252 -0.158594
C4 2.364175 0.496824 0.195911
O1 2.194389 -0.885232 0.015079
N3 0.954074 -1.151390 -0.027219
H2 -0.961343 -1.946101 -0.459496
H3 -2.592871 -1.609645 0.155962
H4 0.728430 2.041360 -0.245188
H5 3.230454 1.053131 0.116261

Forces on the atoms, in the same order (eV/Å):
3.289 1.068 -2.461
-3.362 -3.437 2.288
0.176 3.665 0.954
2.111 -4.084 -2.143
-3.107 -5.530 -0.783
3.607 4.626 1.642
-3.872 -0.699 -2.967
4.362 2.288 1.925
-3.684 -0.239 -0.938
-2.326 1.908 2.174
-0.204 0.893 -0.123
0.764 -0.442 0.207
2.247 -0.017 0.225

Energy above the lowest of the compared OMol25 structures with the same formula, charge and spin: 106.2 kcal/mol
Net charge: 0
Electronic energy: -394.79832 a.u.
SMILES: [H]/N=C(\N)c1ccon1
LUMO level: 0.0270 hartree
HOMO energy: -9.203 eV
Frontier orbital gap: 0.365 hartree

Here is one molecule with the formula C4H5N3O from the Open Molecules 2025 dataset. Energies are from ωB97M-V/def2-TZVPD.

Atoms and positions in Å:
H1 -2.554420 0.157850 -1.525367
N1 -1.663960 0.642121 -1.407794
C1 -0.876533 0.147521 -0.591424
C2 -0.504464 -0.824044 0.459595
O1 -0.235385 -2.135019 0.113525
C3 0.453221 0.328748 0.048171
N2 0.724200 1.373741 1.004966
C4 1.578358 -0.045298 -0.745798
N3 2.479067 -0.357064 -1.378886
H2 -0.972528 -0.688640 1.437147
H3 0.523338 -2.466638 0.610240
H4 1.186658 2.157359 0.554840
H5 -0.137552 1.709362 1.420783

Forces on the atoms, in the same order (eV/Å):
0.155 -0.202 0.264
-0.264 0.626 -0.651
0.053 -0.678 0.458
-0.098 -0.079 0.060
0.003 -0.133 -0.203
-0.479 0.471 0.257
0.134 0.017 0.166
0.129 -0.168 -0.015
0.396 -0.111 -0.267
0.098 0.150 -0.032
-0.054 0.123 0.014
-0.142 -0.041 0.027
0.070 0.025 -0.077

Energy above the lowest of the compared OMol25 structures with the same formula, charge and spin: 82.7 kcal/mol
Net charge: 0
Electronic energy: -394.83578 a.u.
SMILES: [H]/N=C1\[C@@H](O)[C@@]1(N)C#N
LUMO level: 0.0133 hartree
HOMO energy: -9.451 eV
Frontier orbital gap: 0.361 hartree

Here is C4H5N3O as an isolated structure at a distorted geometry from the Open Molecules 2025 dataset. Energies are from ωB97M-V/def2-TZVPD.

Atoms and positions in Å:
C1 0.122109 -1.518507 -0.121471
C2 1.148021 -0.671074 -0.932236
C3 0.700331 0.507101 -0.132129
C4 -0.355490 -0.092298 0.319120
H1 -1.618191 -2.160827 -0.443641
H2 0.466777 -1.919398 0.819783
H3 2.191566 -0.884054 -0.805586
H4 0.794294 -0.742197 -2.074341
H5 -0.248153 2.599754 1.715174
N1 0.852314 1.787162 0.221400
N2 -0.424254 1.857628 0.812158
N3 -1.191472 0.848063 0.902888
O1 -0.741530 -2.211822 -0.945777

Forces on the atoms, in the same order (eV/Å):
-1.199 2.871 -0.235
0.723 -0.794 -2.072
4.243 1.760 -2.408
-4.962 -0.786 1.746
1.590 -0.499 -1.382
0.364 -1.200 -0.135
0.586 -0.569 -0.364
0.966 0.529 2.594
-1.788 -2.441 -3.394
-2.651 -1.736 0.025
3.501 7.117 3.756
0.800 -3.443 0.426
-2.173 -0.809 1.444

Energy above the lowest of the compared OMol25 structures with the same formula, charge and spin: 133.7 kcal/mol
Net charge: 0
Electronic energy: -394.75454 a.u.
LUMO level: 0.0224 hartree
HOMO energy: -9.803 eV
Frontier orbital gap: 0.383 hartree

Here is one molecule with the formula C4H5N3O at a distorted geometry from the Open Molecules 2025 dataset. Energies are from ωB97M-V/def2-TZVPD.

Atoms and positions in Å:
H1 -2.072112 1.633054 1.735166
N1 -2.018992 1.244894 0.595585
C1 -1.169339 0.555963 0.084702
O1 -1.483306 -0.492661 -0.968104
N2 -0.199524 -1.275567 -1.118227
C2 0.713455 -0.486890 -0.374316
C3 0.252498 0.390824 0.444922
N3 1.642315 0.836580 0.886500
C4 2.068603 -0.644152 0.345426
H2 0.058681 -1.162293 -2.161715
H3 1.495110 0.918198 1.880460
H4 2.223299 -1.507822 1.110114
H5 3.003571 -0.475672 -0.370596

Forces on the atoms, in the same order (eV/Å):
1.159 -1.324 -4.995
-4.400 2.315 4.509
2.213 -1.155 0.659
2.521 1.174 1.555
-0.184 1.665 -2.094
0.960 -4.753 0.131
0.097 1.137 -1.987
-1.843 -1.452 0.550
1.501 1.824 -1.458
-0.810 -0.334 1.888
1.095 -0.262 0.816
-0.550 1.794 -1.387
-1.760 -0.631 1.815

Energy above the lowest of the compared OMol25 structures with the same formula, charge and spin: 182.9 kcal/mol
Net charge: 0
Electronic energy: -394.67604 a.u.
SMILES: [H]/N=c1/o[nH]c2c1NC2
LUMO level: 0.0199 hartree
HOMO energy: -8.667 eV
Frontier orbital gap: 0.338 hartree